No. 1
Computed, not measured: 2 unconnected molecules or ions with the total composition C5H11NO, with ωB97M-V/def2-TZVPD.

Summary:
* M: 101.15 g mol⁻¹
* orbital gap: 11.2 eV
* SMILES string: CN=C=O.CCC
* net charge: 0
* E_HOMO: -10.39 eV
* E_LUMO: 0.79 eV
* energy relative to the best compared isomer or geometry (same formula, charge and spin): 80.8 kJ/mol

Structure (XYZ):
```
18
Properties=species:S:1:pos:R:3:forces:R:3
C 2.7690 0.7112 -0.1870 0.049 0.206 -0.109
N 2.2481 -0.3800 0.5914 -0.414 -0.206 0.507
C 1.4396 -0.5717 1.4591 -0.042 -0.081 0.087
O 0.6796 -0.8839 2.3035 0.520 0.209 -0.529
H 1.9666 1.2153 -0.7366 0.120 -0.081 0.081
H 3.4933 0.3222 -0.9048 -0.116 0.049 0.113
H 3.2730 1.4391 0.4565 -0.074 -0.098 -0.103
C -1.8207 -1.3900 -0.1127 -0.024 -0.054 0.028
C -1.1202 -0.2202 -0.8013 0.046 -0.004 -0.052
C -1.3015 1.0910 -0.0380 -0.006 0.057 0.029
H -1.4343 -1.5279 0.9037 -0.080 0.017 -0.162
H -1.6717 -2.3267 -0.6606 -0.026 0.133 0.072
H -2.9005 -1.2121 -0.0401 0.151 -0.015 -0.011
H -0.0495 -0.4458 -0.9006 -0.174 0.028 0.001
H -1.5041 -0.1061 -1.8233 0.052 -0.014 0.138
H -2.3615 1.3668 0.0160 0.151 -0.043 -0.002
H -0.9368 0.9980 0.9925 -0.054 0.019 -0.155
H -0.7684 1.9207 -0.5175 -0.079 -0.122 0.068
```
Forces are in eV/Å.

No. 2
Computed, not measured: 2 unconnected molecules or ions with the total composition C5H11NO, with ωB97M-V/def2-TZVPD.

Summary:
* M: 101.15 g mol⁻¹
* orbital gap: 8.7 eV
* SMILES string: C=C/C(N)=C/C.O
* net charge: 0
* E_HOMO: -8.06 eV
* E_LUMO: 0.61 eV
* energy relative to the best compared isomer or geometry (same formula, charge and spin): 304.2 kJ/mol

Structure (XYZ):
```
18
Properties=species:S:1:pos:R:3:forces:R:3
C -2.7015 0.5623 -1.7061 -2.173 -0.148 -1.555
C -2.1000 0.0120 -0.6788 0.444 -0.142 -0.183
C -0.6864 -0.3439 -0.6614 -0.233 -1.528 0.595
N 0.2187 0.0709 -1.6028 2.394 1.461 -3.504
C -0.2493 -1.0664 0.3692 -0.017 -0.409 1.087
C 1.1578 -1.2763 0.7018 2.777 0.462 0.070
H -2.4490 0.3730 -2.7578 0.780 0.912 0.486
H -3.7327 0.9353 -1.6035 0.425 -0.377 0.045
H -2.6855 -0.2186 0.1981 0.252 0.410 0.472
H 1.1819 0.3941 -1.2716 -2.281 -0.962 -0.950
H 0.1667 -0.1218 -2.6807 -0.180 0.568 3.341
H -0.8804 -1.3663 1.1763 -0.947 0.094 0.158
H 1.3822 -0.9850 1.7597 -0.352 -0.559 -0.621
H 1.7252 -0.5213 0.1242 0.210 -0.543 0.357
H 1.7076 -2.2449 0.4916 -1.089 0.768 0.213
O 2.7339 2.2114 2.9823 -3.307 -1.158 1.197
H 1.9139 1.5985 2.8837 2.277 1.654 0.186
H 3.2970 1.9871 2.2757 1.020 -0.504 -1.393
```
Forces are in eV/Å.

No. 3
Computed, not measured: C5H11NO in the gas phase, with ωB97M-V/def2-TZVPD.

Summary:
* M: 101.15 g mol⁻¹
* orbital gap: 10.6 eV
* SMILES string: C[C@H]1CN1CCO
* net charge: 0
* E_HOMO: -9.46 eV
* E_LUMO: 1.11 eV
* energy relative to the best compared isomer or geometry (same formula, charge and spin): 199.4 kJ/mol

Structure (XYZ):
```
18
Properties=species:S:1:pos:R:3:forces:R:3
C -1.2886 -0.6656 1.6853 -0.072 -0.011 0.022
C -1.0880 0.3488 0.5834 -0.035 -0.203 0.103
C -0.3467 1.6360 0.7168 0.058 0.275 -0.050
N 0.2749 0.4779 0.1131 -0.006 0.050 -0.111
C 0.5417 0.3722 -1.3185 0.030 0.020 0.023
C 1.1798 -1.0120 -1.4691 -0.293 0.100 -0.310
O 2.3067 -1.0918 -0.6271 0.008 -0.018 0.107
H -1.2067 -1.6656 1.2439 -0.067 0.088 0.119
H -2.2721 -0.5812 2.1555 0.077 0.042 -0.043
H -0.5192 -0.5912 2.4634 -0.136 0.136 -0.227
H -1.8646 0.3554 -0.1960 0.300 -0.051 0.259
H 0.0853 1.9657 1.6642 -0.176 -0.192 -0.189
H -0.6351 2.4489 0.0524 -0.071 -0.074 0.061
H -0.3671 0.4791 -1.9385 0.178 -0.037 0.169
H 1.2575 1.1511 -1.6154 -0.098 -0.188 0.092
H 0.4244 -1.7762 -1.2040 0.194 0.155 -0.045
H 1.4958 -1.2053 -2.5013 0.014 0.088 0.209
H 2.0219 -0.6462 0.1919 0.097 -0.178 -0.188
```
Forces are in eV/Å.

No. 4
Computed, not measured: a molecular structure, C5H11NO, with ωB97M-V/def2-TZVPD.

Summary:
* M: 101.15 g mol⁻¹
* orbital gap (alpha / beta): 8.4 / 8.4 eV
* net charge: 0
* E_HOMO (alpha / beta): -7.60 / -7.61 eV
* E_LUMO (alpha / beta): 0.83 / 0.83 eV
* energy relative to the best compared isomer or geometry (same formula, charge and spin): 606.9 kJ/mol

Structure (XYZ):
```
18
Properties=species:S:1:pos:R:3:forces:R:3
C -2.1672 0.9768 -1.3881 -0.180 0.002 0.101
O -1.1362 0.1631 -1.4954 0.225 0.033 0.029
C -0.0807 0.2729 -0.7361 -0.162 -0.048 -0.025
C -0.0377 0.4349 0.7659 -0.134 0.213 0.043
N 1.2261 -0.3263 0.7390 0.062 -0.053 0.095
C 1.3902 -1.3606 1.7325 0.057 -0.080 0.113
C 1.0119 -0.7645 -0.6567 0.069 -0.064 -0.222
H -2.4205 1.3621 -0.4041 0.090 -0.033 -0.139
H -2.9320 0.7902 -2.1312 0.116 0.074 0.104
H -0.8047 2.3688 -1.5223 0.020 -0.108 0.032
H -0.0711 2.0938 -1.3208 -0.063 -0.074 0.023
H 0.0421 1.4394 1.1971 -0.039 -0.157 -0.065
H -0.8762 -0.1031 1.2565 0.098 0.049 -0.094
H 0.5650 -2.0998 1.7327 0.103 0.130 -0.028
H 1.4450 -0.9057 2.7275 -0.006 -0.085 -0.139
H 2.3299 -1.8945 1.5537 -0.147 0.071 0.037
H 0.6296 -1.7983 -0.7434 0.024 0.154 0.031
H 1.8867 -0.6492 -1.3068 -0.134 -0.025 0.104
```
Forces are in eV/Å.

No. 5
Computed, not measured: 2 unconnected molecules or ions with the total composition C5H11NO, with ωB97M-V/def2-TZVPD.

Summary:
* M: 101.15 g mol⁻¹
* orbital gap: 9.4 eV
* SMILES string: C=CCNC=C.O
* net charge: 0
* E_HOMO: -8.49 eV
* E_LUMO: 0.95 eV
* energy relative to the best compared isomer or geometry (same formula, charge and spin): 367.2 kJ/mol

Structure (XYZ):
```
18
Properties=species:S:1:pos:R:3:forces:R:3
C -1.9092 -0.6411 -1.5814 0.064 0.240 -0.097
C -1.4960 0.3167 -0.7827 -0.120 -1.985 2.731
C -1.4155 0.1290 0.7690 0.389 -2.127 -0.770
N 0.0263 0.3191 1.1861 -0.041 -0.834 1.028
C 0.8469 -0.8832 1.1472 -1.985 0.599 -2.497
C 2.1882 -0.9431 1.1682 -1.687 -0.287 0.870
H -2.0823 -0.4735 -2.6253 0.158 -0.086 -0.435
H -2.0515 -1.6189 -1.1730 -0.456 -0.496 0.043
H -1.1402 1.2494 -1.0592 0.286 1.743 -0.861
H -2.2933 0.6974 1.1102 1.221 0.858 0.846
H -1.7032 -0.9051 1.1624 0.162 0.916 -1.150
H 0.2326 0.7651 2.0568 -0.481 0.940 0.430
H 0.1900 -1.6916 0.7635 0.993 0.249 -0.308
H 2.6533 -0.3387 1.9102 1.082 0.955 -0.327
H 2.6643 -1.7423 0.6470 0.406 -0.699 0.493
O 1.3182 1.3825 -1.6333 -1.517 -2.545 1.040
H 1.5313 0.8986 -0.8032 -0.894 -0.273 -0.602
H 1.9827 1.9956 -1.5475 2.422 2.831 -0.433
```
Forces are in eV/Å.

No. 6
Computed, not measured: C5H11NO in the gas phase, with ωB97M-V/def2-TZVPD.

Summary:
* M: 101.15 g mol⁻¹
* orbital gap: 9.8 eV
* SMILES string: OC[C@@H]1CCCN1
* net charge: 0
* E_HOMO: -8.84 eV
* E_LUMO: 0.92 eV
* energy relative to the best compared isomer or geometry (same formula, charge and spin): 117.5 kJ/mol

Structure (XYZ):
```
18
Properties=species:S:1:pos:R:3:forces:R:3
O 0.0618 1.4899 2.6075 0.311 0.682 0.147
C -0.4486 0.3789 1.9224 0.711 -1.142 -0.661
C -0.1251 0.3137 0.4278 -0.505 0.483 0.468
C -0.9936 -0.6864 -0.3166 -0.029 0.025 -0.161
C -0.4086 -0.6012 -1.7336 -0.349 -0.318 0.398
C 1.0645 -0.2295 -1.4823 0.261 0.265 -0.349
N 1.1856 -0.1091 -0.0248 0.210 -0.424 0.286
H 1.0187 1.5705 2.4919 -0.313 -0.246 -0.004
H -1.5303 0.4356 1.9602 -0.187 0.139 0.315
H -0.1294 -0.5588 2.4029 -0.087 0.057 -0.022
H -0.3452 1.3298 0.0696 -0.196 0.145 -0.242
H -2.0593 -0.4813 -0.2545 -0.074 0.160 -0.109
H -0.8256 -1.6844 0.0912 0.051 0.013 0.142
H -0.5506 -1.5378 -2.2650 0.207 -0.084 -0.123
H -0.9440 0.1596 -2.2917 0.107 0.222 -0.136
H 1.7567 -0.9698 -1.8764 0.054 -0.164 0.087
H 1.3093 0.7138 -1.9898 -0.090 0.006 0.023
H 1.9636 0.4668 0.2613 -0.082 0.182 -0.060
```
Forces are in eV/Å.

No. 7
Computed, not measured: 2 unconnected molecules or ions with the total composition C5H11NO, with ωB97M-V/def2-TZVPD.

Summary:
* M: 101.15 g mol⁻¹
* orbital gap: 8.0 eV
* SMILES string: C=C/C=C/NC.O
* net charge: 0
* E_HOMO: -7.44 eV
* E_LUMO: 0.59 eV
* energy relative to the best compared isomer or geometry (same formula, charge and spin): 335.1 kJ/mol

Structure (XYZ):
```
18
Properties=species:S:1:pos:R:3:forces:R:3
C 0.1249 -2.5282 -1.3617 1.498 1.263 -0.776
C 0.7508 -1.3687 -0.9964 -0.704 -2.060 1.716
C 0.1887 -0.5477 0.0719 0.557 0.928 -0.833
C 0.9316 0.3754 0.7155 -0.400 0.954 -0.830
N 0.3777 1.4606 1.3965 -0.845 -0.196 1.567
C -0.5731 1.2006 2.5134 1.085 -0.522 -0.565
H 0.8241 -3.3378 -1.5634 -0.631 -0.057 -1.116
H -0.9221 -2.5352 -1.6196 -0.361 -0.662 0.996
H 1.7982 -1.2869 -1.2761 0.190 0.077 0.694
H -0.8572 -0.6932 0.3257 -0.075 0.237 -0.239
H 2.0120 0.3873 0.6115 -0.022 0.175 -0.448
H 0.9333 2.2568 1.6593 0.742 -0.523 -0.371
H -0.2967 0.2485 2.9772 -0.217 -0.074 -0.007
H -0.3557 1.9527 3.2738 -0.756 0.118 -0.131
H -1.5998 1.1266 2.1584 -0.081 0.375 0.281
O -1.2749 1.4767 -3.0599 0.461 -0.914 0.273
H -0.5317 1.2270 -2.4862 -0.117 0.548 0.031
H -1.5301 0.5854 -3.3402 -0.324 0.330 -0.242
```
Forces are in eV/Å.

No. 8
Computed, not measured: C5H11NO in the gas phase, with ωB97M-V/def2-TZVPD.

Summary:
* M: 101.15 g mol⁻¹
* orbital gap: 9.3 eV
* SMILES string: CC(C)=C(C)NO
* net charge: 0
* E_HOMO: -8.32 eV
* E_LUMO: 1.00 eV
* energy relative to the best compared isomer or geometry (same formula, charge and spin): 272.5 kJ/mol

Structure (XYZ):
```
18
Properties=species:S:1:pos:R:3:forces:R:3
C -0.8491 1.6684 0.0809 0.242 -0.171 0.122
C -0.6049 0.1914 -0.0400 0.081 -0.071 -0.509
C -1.8463 -0.6461 0.0701 0.032 0.097 -0.016
C 0.6154 -0.2974 -0.3024 -0.607 -0.237 0.694
C 0.9651 -1.7509 -0.4643 -0.036 0.246 -0.133
N 1.7084 0.5966 -0.2881 0.386 1.037 0.957
O 1.9968 1.0344 1.1155 0.309 -1.006 -0.841
H -0.0459 2.2309 -0.3892 0.052 0.096 0.014
H -1.7846 1.9244 -0.4089 -0.174 0.095 0.004
H -0.9257 1.9589 1.1342 -0.067 0.083 -0.062
H -2.4832 -0.2603 0.8711 -0.003 -0.034 -0.064
H -2.4208 -0.5915 -0.8640 0.011 -0.031 0.159
H -1.6324 -1.6845 0.2904 -0.049 -0.172 -0.010
H 0.0870 -2.3736 -0.5911 -0.026 -0.078 -0.073
H 1.5170 -2.1005 0.4077 0.091 -0.045 0.067
H 1.6029 -1.8817 -1.3422 0.005 -0.075 -0.007
H 2.5644 0.1169 -0.5609 -0.118 0.255 0.393
H 1.5359 1.8646 1.2814 -0.128 0.011 -0.696
```
Forces are in eV/Å.

No. 9
Computed, not measured: C5H11NO in the gas phase, with ωB97M-V/def2-TZVPD.

Summary:
* M: 101.15 g mol⁻¹
* orbital gap: 9.1 eV
* SMILES string: C[C@H](C=O)N(C)C
* net charge: 0
* E_HOMO: -8.23 eV
* E_LUMO: 0.91 eV
* energy relative to the best compared isomer or geometry (same formula, charge and spin): 313.5 kJ/mol

Structure (XYZ):
```
18
Properties=species:S:1:pos:R:3:forces:R:3
C 0.9101 0.0953 -1.8744 -0.064 -0.635 -1.702
C 0.2086 0.6036 -0.5503 -0.632 -1.478 -0.463
C 1.2592 0.8201 0.5754 0.744 -0.309 -1.691
O 1.1519 0.4776 1.7204 0.381 0.495 -0.640
N -0.9653 -0.3223 -0.2484 3.340 -0.504 -1.925
C -0.4944 -1.7688 0.0088 -1.501 0.517 1.776
C -1.8806 0.3416 0.6060 -1.428 0.836 0.211
H 0.4946 0.4413 -2.8849 0.478 0.778 1.682
H 2.0875 0.2213 -1.9521 -2.536 -0.590 0.420
H 0.4919 -0.9603 -2.0603 1.585 1.206 0.762
H -0.2542 1.5948 -0.6359 0.192 0.035 -0.440
H 2.2271 1.3086 0.0382 -1.380 -0.589 1.623
H -0.0550 -1.7979 1.0479 -0.436 -0.262 -0.840
H 0.3221 -2.1254 -0.6686 -1.144 0.562 0.385
H -1.4170 -2.4945 -0.0087 1.783 1.455 -0.165
H -2.3115 1.3221 0.1110 0.265 -2.220 0.353
H -2.6352 -0.4153 0.9195 0.070 0.996 -0.197
H -1.4258 0.7906 1.4765 0.282 -0.292 0.850
```
Forces are in eV/Å.

No. 10
Computed, not measured: C5H11NO in the gas phase, with ωB97M-V/def2-TZVPD.

Summary:
* M: 101.15 g mol⁻¹
* orbital gap: 10.2 eV
* SMILES string: CC(C)N(C)C=O
* net charge: 0
* E_HOMO: -9.32 eV
* E_LUMO: 0.86 eV
* energy relative to the best compared isomer or geometry (same formula, charge and spin): 42.6 kJ/mol

Structure (XYZ):
```
18
Properties=species:S:1:pos:R:3:forces:R:3
C -0.1429 1.6358 0.6346 -0.040 0.037 0.034
C 0.5141 0.5344 -0.1970 0.092 0.102 -0.016
C 1.7539 -0.0389 0.4901 0.025 -0.034 0.034
N -0.4459 -0.5167 -0.5425 -0.044 0.002 -0.219
C -1.1385 -1.2298 0.5087 -0.078 -0.070 0.094
C -0.7894 -0.7020 -1.8476 0.070 0.068 0.023
O -0.3444 -0.0819 -2.7945 -0.093 -0.182 0.228
H -0.4155 1.2834 1.6367 0.048 0.045 -0.137
H 0.5493 2.4750 0.7573 -0.091 -0.127 -0.020
H -1.0459 2.0067 0.1385 0.124 -0.040 0.072
H 0.8109 0.9547 -1.1616 -0.030 -0.037 0.138
H 2.2609 -0.7612 -0.1574 -0.088 0.089 0.086
H 2.4581 0.7675 0.7219 -0.108 -0.117 -0.057
H 1.5045 -0.5356 1.4355 0.017 0.086 -0.131
H -0.4383 -1.7456 1.1750 -0.083 0.076 -0.112
H -1.7580 -0.5549 1.1122 0.089 -0.111 -0.081
H -1.7956 -1.9812 0.0617 0.112 0.107 0.057
H -1.5371 -1.5096 -1.9717 0.078 0.107 0.008
```
Forces are in eV/Å.

No. 11
Computed, not measured: C5H11NO in the gas phase, with ωB97M-V/def2-TZVPD.

Summary:
* M: 101.15 g mol⁻¹
* orbital gap: 10.0 eV
* SMILES string: CCCC(=O)NC
* net charge: 0
* E_HOMO: -9.09 eV
* E_LUMO: 0.92 eV
* energy relative to the best compared isomer or geometry (same formula, charge and spin): 131.2 kJ/mol

Structure (XYZ):
```
18
Properties=species:S:1:pos:R:3:forces:R:3
C 1.4333 1.6235 -1.9362 0.184 -0.381 0.391
C 0.5285 1.6541 -0.7005 -1.058 0.350 -0.829
C -0.5092 0.5211 -0.7244 0.589 -0.419 0.552
C -0.1895 -0.7553 0.0451 -0.344 0.499 -0.018
O -0.2385 -1.8278 -0.4901 -0.150 -0.423 -0.058
N -0.0102 -0.6350 1.4398 0.669 0.083 0.590
C -1.1089 -0.7473 2.3951 0.383 -1.156 -0.424
H 2.3837 2.0987 -1.7234 0.224 0.092 -0.099
H 1.6186 0.5868 -2.2218 0.208 0.006 -0.023
H 0.9944 2.1166 -2.8019 -0.162 0.039 0.092
H -0.1090 2.5388 -0.7665 0.416 0.341 0.174
H 1.0647 1.7296 0.2397 0.176 -0.182 0.096
H -1.4131 0.8884 -0.2384 -0.252 -0.047 -0.128
H -0.7137 0.2143 -1.7456 -0.186 0.156 -0.114
H 0.7069 -0.0083 1.7673 -0.124 0.259 -0.428
H -0.9727 -1.6165 3.0439 0.076 0.053 0.121
H -1.1441 0.1368 3.0117 -0.408 0.327 0.102
H -2.0332 -0.9541 1.8624 -0.241 0.402 0.002
```
Forces are in eV/Å.

No. 12
Computed, not measured: C5H11NO in the gas phase, with ωB97M-V/def2-TZVPD.

Summary:
* M: 101.15 g mol⁻¹
* orbital gap: 9.9 eV
* SMILES string: CCN(C=O)CC
* net charge: 0
* E_HOMO: -9.03 eV
* E_LUMO: 0.90 eV
* energy relative to the best compared isomer or geometry (same formula, charge and spin): 120.5 kJ/mol

Structure (XYZ):
```
18
Properties=species:S:1:pos:R:3:forces:R:3
C 0.4601 0.8015 -1.7696 0.045 0.335 -0.857
C -0.7191 0.6517 -0.7882 0.938 -1.782 -1.011
N -0.5310 -0.6128 -0.0462 0.616 1.230 1.298
C -1.1567 -1.7881 -0.2956 -1.220 0.158 0.703
O -1.4182 -2.6206 0.5548 0.726 -0.221 -0.395
C 0.4724 -0.5931 1.0099 1.421 -0.669 0.030
C 0.6059 0.6846 1.8180 -0.128 0.563 0.394
H 1.3338 1.2885 -1.3297 -0.076 -0.284 0.375
H 0.2721 1.4208 -2.6509 -0.477 0.082 0.119
H 0.7734 -0.1647 -2.1777 -0.085 0.049 0.248
H -0.7167 1.5258 -0.1480 -0.378 -0.218 0.438
H -1.7001 0.5087 -1.2331 0.055 0.547 -0.513
H -1.5011 -1.9335 -1.3199 -0.200 0.245 -0.437
H 0.3873 -1.4769 1.6412 -0.843 0.284 0.242
H 1.4492 -0.8480 0.5613 0.000 0.553 -0.249
H -0.3685 1.0407 2.1670 0.109 -0.171 0.181
H 1.2791 0.5724 2.6716 -0.326 -0.517 0.127
H 1.0780 1.5428 1.3350 -0.176 -0.183 -0.691
```
Forces are in eV/Å.